# 1
Density functional theory data (the ωB97M-V functional and the def2-TZVPD basis) for C29H30BFeN8O5S3 as an isolated structure.

Its spin multiplicity is 6. As for the energy above the lowest of the compared OMol25 structures with the same formula, charge and spin: 15.0 kcal/mol. The orbital gap (spin up / spin down) comes out at 0.3384 / 0.2720 hartree. As for the expectation value of S²: 8.76.

Cartesian coordinates (Å):
1 Fe 0.406 0.749 0.389
2 C 0.251 -2.495 2.350
3 C -0.903 -1.590 2.091
4 C -2.259 -1.834 2.304
5 C -2.907 -0.634 2.059
6 C -4.358 -0.310 2.158
7 N -1.981 0.270 1.708
8 N -0.745 -0.318 1.710
9 B -2.057 1.826 1.684
10 N -0.861 2.360 2.498
11 N 0.424 2.062 2.145
12 C 1.224 2.680 3.009
13 C 2.713 2.580 2.979
14 C 0.448 3.392 3.934
15 C -0.863 3.163 3.578
16 C -2.115 3.673 4.210
17 N -1.907 2.369 0.248
18 N -0.655 2.451 -0.283
19 C -0.760 3.033 -1.475
20 C 0.422 3.258 -2.356
21 C -2.100 3.359 -1.708
22 C -2.795 2.916 -0.597
23 C -4.258 2.982 -0.311
24 H -0.078 -3.530 2.400
25 H 0.719 -2.223 3.298
26 H 0.993 -2.410 1.562
27 H -2.709 -2.760 2.618
28 H -4.905 -1.182 2.513
29 H -4.763 -0.025 1.186
30 H -4.534 0.516 2.847
31 H -3.092 2.184 2.163
32 H 3.061 1.966 2.155
33 H 3.076 2.148 3.912
34 H 3.156 3.571 2.879
35 H 0.803 3.990 4.757
36 H -1.862 4.289 5.070
37 H -2.752 2.854 4.547
38 H -2.693 4.278 3.511
39 H 1.335 2.907 -1.883
40 H 0.532 4.319 -2.582
41 H 0.299 2.725 -3.300
42 H -2.508 3.864 -2.567
43 H -4.734 3.686 -0.989
44 H -4.451 3.297 0.713
45 H -4.726 2.006 -0.454
46 O 6.304 -0.300 -3.049
47 S 4.953 -0.767 -3.049
48 O 4.334 -1.171 -4.271
49 N 3.983 0.401 -2.319
50 C 3.505 -0.055 -1.226
51 S 2.539 0.999 -0.214
52 C 3.881 -1.435 -0.828
53 C 3.526 -2.157 0.291
54 C 4.022 -3.448 0.420
55 C 4.855 -3.992 -0.549
56 C 5.217 -3.261 -1.677
57 C 4.714 -1.985 -1.785
58 H 2.862 -1.729 1.029
59 H 3.738 -4.045 1.276
60 H 5.224 -5.002 -0.428
61 H 5.865 -3.678 -2.436
62 O -0.407 -4.288 -0.385
63 S 0.363 -3.465 -1.276
64 O 1.687 -3.894 -1.618
65 N 0.376 -1.911 -0.714
66 C -0.328 -1.139 -1.494
67 O -0.529 0.098 -1.248
68 C -0.899 -1.776 -2.711
69 C -1.655 -1.204 -3.716
70 C -2.065 -2.024 -4.760
71 C -1.727 -3.375 -4.786
72 C -0.970 -3.947 -3.768
73 C -0.569 -3.115 -2.745
74 H -1.909 -0.153 -3.681
75 H -2.654 -1.610 -5.567
76 H -2.057 -3.990 -5.613
77 H -0.704 -4.995 -3.781

# 2
Density functional theory data (the ωB97M-V functional and the def2-TZVPD basis) for C29H30Br2O7PReS2 as an isolated structure.

Its spin multiplicity is 2. As for the energy above the lowest of the compared OMol25 structures with the same formula, charge and spin: 0.0 kcal/mol. As for the total charge: +1. The orbital gap (spin up / spin down) comes out at 0.2498 / 0.2639 hartree. As for the expectation value of S²: 0.76.

Cartesian coordinates (Å):
1 Re -0.389 -0.330 -0.731
2 O 0.602 -3.177 0.620
3 S 0.202 -2.325 1.727
4 O 0.990 -2.388 2.913
5 O 0.137 -0.895 1.206
6 C -1.475 -2.698 2.227
7 C -1.567 -3.442 3.392
8 C -2.806 -3.766 3.933
9 C -3.966 -3.330 3.324
10 C -3.893 -2.584 2.156
11 C -2.660 -2.272 1.602
12 S -2.748 -1.408 0.063
13 O -4.096 -1.389 -0.371
14 O -1.738 -2.030 -0.849
15 O -2.151 0.005 0.240
16 H -0.659 -3.755 3.885
17 H -2.849 -4.353 4.840
18 H -4.932 -3.567 3.745
19 H -4.791 -2.254 1.657
20 Br 2.612 0.710 3.535
21 C 3.614 -0.933 3.504
22 Br 4.142 -1.449 1.723
23 H 2.974 -1.713 3.890
24 H 4.514 -0.794 4.088
25 C 2.310 4.556 -0.020
26 C 1.418 3.919 1.016
27 C 1.367 4.521 2.270
28 C 0.583 4.019 3.294
29 C -0.188 2.887 3.084
30 C -0.149 2.262 1.851
31 C 0.650 2.760 0.817
32 P 0.589 1.848 -0.745
33 C 2.293 1.752 -1.375
34 C 3.231 1.440 -0.388
35 C 4.574 1.310 -0.693
36 C 4.991 1.490 -2.002
37 C 4.060 1.775 -2.988
38 C 2.701 1.905 -2.711
39 C 1.778 2.224 -3.861
40 C -0.500 2.728 -1.876
41 C -0.567 4.110 -2.003
42 C -1.425 4.670 -2.937
43 C -2.213 3.850 -3.733
44 C -2.166 2.472 -3.582
45 C -1.312 1.900 -2.648
46 C -1.263 0.412 -2.433
47 H 2.220 5.641 0.033
48 H 2.092 4.245 -1.039
49 H 3.354 4.303 0.174
50 H 1.957 5.413 2.439
51 H 0.572 4.517 4.254
52 H -0.806 2.485 3.875
53 H -0.734 1.369 1.697
54 H 2.909 1.304 0.639
55 H 5.282 1.067 0.087
56 H 6.038 1.407 -2.259
57 H 4.391 1.908 -4.010
58 H 2.309 2.097 -4.802
59 H 1.416 3.252 -3.821
60 H 0.900 1.579 -3.885
61 H 0.029 4.753 -1.369
62 H -1.485 5.745 -3.035
63 H -2.881 4.287 -4.463
64 H -2.805 1.837 -4.183
65 H -0.476 -0.086 -3.066
66 H -2.203 -0.067 -2.715
67 C 1.842 -1.693 -2.405
68 O 1.432 -1.325 -1.059
69 H 2.051 -0.767 -2.936
70 H 1.057 -2.270 -2.894
71 H 2.753 -2.280 -2.322
72 H 1.353 -2.149 -0.494

# 3
Density functional theory data (the ωB97M-V functional and the def2-TZVPD basis) for C29H30BrCaNO10PTe as an isolated structure.

As for the energy above the lowest of the compared OMol25 structures with the same formula, charge and spin: 39.0 kcal/mol. As for the total charge: -1. The orbital gap comes out at 0.2948 hartree.

Cartesian coordinates (Å):
1 Ca 0.192 -0.200 0.021
2 O 1.202 3.382 0.092
3 C 0.647 2.442 0.641
4 O -0.350 1.764 0.153
5 C 1.094 2.038 2.074
6 C -0.035 1.288 2.818
7 C 0.340 1.089 4.294
8 C 1.334 -0.111 4.211
9 C 1.461 -0.275 2.701
10 O 0.085 -0.049 2.278
11 C 2.242 0.940 2.108
12 C 2.913 0.590 0.741
13 O 4.044 0.981 0.528
14 O 2.210 -0.192 -0.026
15 H 1.399 2.953 2.572
16 H -1.026 1.691 2.638
17 H 0.806 1.987 4.702
18 H -0.541 0.845 4.887
19 H 2.294 0.090 4.684
20 H 0.903 -1.010 4.650
21 H 1.817 -1.237 2.350
22 H 3.048 1.245 2.767
23 C 0.240 2.616 -3.044
24 O -0.531 1.469 -3.434
25 P -0.266 0.025 -2.763
26 O 1.125 -0.321 -3.524
27 C 1.891 -1.464 -3.112
28 O -1.267 -0.819 -3.710
29 C -2.629 -0.993 -3.325
30 H -0.165 3.460 -3.597
31 H 1.287 2.474 -3.317
32 H 0.175 2.808 -1.973
33 H 2.772 -1.488 -3.746
34 H 1.313 -2.380 -3.252
35 H 2.205 -1.371 -2.073
36 H -3.096 -1.615 -4.085
37 H -3.151 -0.031 -3.289
38 H -2.696 -1.492 -2.359
39 Te -2.998 0.314 0.288
40 C -5.036 -0.024 -0.122
41 C -5.501 -1.283 -0.498
42 C -6.861 -1.497 -0.689
43 C -7.763 -0.454 -0.510
44 C -7.301 0.807 -0.152
45 C -5.940 1.023 0.039
46 C -3.176 -0.318 2.295
47 C -2.893 -1.637 2.637
48 C -2.949 -2.037 3.967
49 C -3.288 -1.124 4.959
50 C -3.587 0.191 4.617
51 C -3.534 0.592 3.286
52 H -4.799 -2.097 -0.636
53 H -7.216 -2.479 -0.977
54 H -8.822 -0.624 -0.653
55 H -7.999 1.624 -0.020
56 H -5.578 2.006 0.316
57 H -2.612 -2.345 1.868
58 H -2.718 -3.063 4.228
59 H -3.315 -1.434 5.996
60 H -3.853 0.907 5.385
61 H -3.764 1.617 3.019
62 Br -1.122 -8.235 -1.400
63 C -0.467 -6.784 -0.369
64 C 0.281 -7.045 0.766
65 N 0.773 -6.071 1.534
66 C 0.515 -4.809 1.172
67 C -0.226 -4.467 0.048
68 C -0.728 -5.483 -0.744
69 C -0.503 -3.022 -0.312
70 O -0.978 -2.787 -1.428
71 O -0.248 -2.166 0.600
72 H 0.488 -8.066 1.067
73 H 0.910 -4.022 1.801
74 H -1.304 -5.237 -1.626

# 4
Density functional theory data (the ωB97M-V functional and the def2-TZVPD basis) for C29H30Cl5CoO5 as an isolated structure.

Its spin multiplicity is 5. As for the energy above the lowest of the compared OMol25 structures with the same formula, charge and spin: 20.1 kcal/mol. As for the total charge: -2. The orbital gap (spin up / spin down) comes out at 0.1662 / 0.1837 hartree. As for the expectation value of S²: 6.05.

Cartesian coordinates (Å):
1 C 0.018 -0.641 -4.149
2 C -0.691 -1.630 -3.194
3 C -0.139 0.785 -3.544
4 C -1.314 0.644 -2.571
5 H -0.308 1.518 -4.336
6 H 0.770 1.038 -2.977
7 C -1.056 -0.790 -1.982
8 H -0.014 -2.446 -2.932
9 H -1.596 -2.039 -3.669
10 C 0.234 -0.849 -1.052
11 H -1.935 -1.162 -1.434
12 H -2.248 0.564 -3.158
13 C -1.531 1.729 -1.606
14 C 1.494 -0.855 -4.399
15 C -0.467 -0.740 -5.591
16 O -1.021 0.189 -6.139
17 O 2.227 -1.639 -3.815
18 O 1.895 -0.080 -5.429
19 O -0.220 -1.882 -6.289
20 C 0.174 -3.166 -5.733
21 H -0.149 -3.320 -4.694
22 H 1.262 -3.288 -5.815
23 H -0.327 -3.896 -6.376
24 C 3.266 -0.237 -5.830
25 H 3.947 0.128 -5.048
26 H 3.366 0.364 -6.736
27 H 3.487 -1.293 -6.045
28 O 0.581 0.315 -0.544
29 H 1.105 -1.255 -1.630
30 H 0.041 -1.663 -0.299
31 C -2.881 1.854 -1.039
32 C -0.523 2.741 -1.308
33 H -0.123 3.266 -2.186
34 H 0.331 2.229 -0.835
35 H -0.897 3.482 -0.591
36 H -2.844 2.342 -0.056
37 H -3.351 0.868 -0.922
38 H -3.526 2.461 -1.701
39 Co 0.362 -0.425 3.979
40 C -1.472 -1.281 4.224
41 C -1.992 -1.078 2.905
42 C -1.186 -1.771 1.984
43 H -2.924 -0.576 2.655
44 C -0.172 -2.460 2.688
45 C -0.342 -2.216 4.105
46 H 0.060 -2.814 4.916
47 H -1.986 -1.033 5.152
48 H -1.375 -1.820 0.916
49 H 0.547 -3.141 2.240
50 C 1.870 0.786 3.282
51 C 2.317 -0.299 4.175
52 C 2.455 -1.469 3.340
53 H 2.684 -0.171 5.187
54 C 2.250 -1.084 1.986
55 C 1.901 0.272 1.943
56 H 1.721 0.856 1.048
57 H 1.829 1.841 3.529
58 H 2.784 -2.445 3.684
59 H 2.379 -1.712 1.106
60 Cl 0.457 -0.024 7.068
61 C -0.218 1.282 6.154
62 C -0.396 1.137 4.788
63 C -0.971 2.146 4.032
64 Cl -1.195 1.910 2.335
65 C -1.296 3.386 4.623
66 Cl -1.935 4.642 3.661
67 C -1.046 3.581 6.003
68 Cl -1.345 5.105 6.710
69 C -0.530 2.514 6.780
70 Cl -0.272 2.712 8.458